Record 1
ORCA calculation (ωB97M-V with the def2-TZVPD basis set) on a single C15H22N2O3 molecule at a distorted geometry.

Geometry as XYZ:
```
42
Properties=species:S:1:pos:R:3:forces:R:3:lowdin_charge:R:1
C -2.669 -1.753 0.930 1.977 0.716 -1.748 -0.050
C -3.132 -0.296 0.453 -0.494 -0.859 2.177 -0.378
C -4.597 -0.088 0.821 -0.016 3.848 1.746 -0.092
C -3.041 0.251 -0.949 2.859 -1.129 1.801 -0.150
C -1.597 0.283 -1.404 -1.910 1.698 -3.100 -0.339
N -0.940 -0.971 -1.368 1.100 -0.549 -0.156 0.061
C -0.832 1.354 -0.705 3.043 1.346 0.469 -0.351
O -0.927 2.611 -0.831 -1.912 -2.789 0.231 0.019
N 0.254 0.858 -0.020 -1.412 5.010 -0.003 0.129
C 1.015 1.786 0.847 1.519 -1.594 0.734 -0.085
C 2.238 0.749 1.499 -2.143 3.827 2.978 -0.087
C 2.836 -0.342 0.751 -1.401 0.280 -1.882 -0.266
C 2.502 -1.682 1.056 1.951 -0.509 -0.430 -0.032
C 3.040 -2.608 0.121 -1.257 -1.738 1.282 -0.104
C 3.777 -2.212 -0.967 0.836 1.225 -0.634 -0.131
C 4.161 -0.896 -1.297 -2.079 0.602 3.353 -0.019
C 3.512 0.066 -0.434 1.246 -5.263 -0.275 -0.001
C 1.784 3.044 0.269 -0.694 0.154 -1.573 -0.478
O 2.723 3.530 0.840 -0.241 -0.565 0.066 0.094
O 1.335 3.592 -0.896 -0.069 -0.004 1.111 0.065
H -1.739 -1.751 1.605 -1.556 0.197 -0.885 0.098
H -3.405 -2.423 1.296 -1.045 -0.033 0.816 0.046
H -2.343 -2.248 0.018 0.278 -0.357 0.130 0.036
H -2.421 0.295 1.058 -0.881 0.501 -0.027 0.127
H -5.313 -0.849 0.630 -0.309 -0.793 -0.741 0.063
H -4.713 0.146 1.896 0.181 -0.547 -0.091 0.079
H -4.937 0.949 0.417 0.196 -1.932 0.164 0.109
H -3.730 -0.196 -1.568 -1.165 -1.505 -1.904 0.105
H -3.319 1.254 -0.935 -0.650 1.830 0.338 0.099
H -1.727 0.690 -2.463 0.626 -0.260 0.847 0.176
H -1.512 -1.662 -1.812 -0.312 -0.412 -0.089 0.090
H -0.100 -0.910 -1.933 0.163 -0.154 0.006 0.103
H 0.431 -0.089 0.039 0.235 -2.218 0.244 0.077
H 0.365 2.320 1.644 0.863 -1.486 -0.940 0.179
H 2.907 1.605 1.685 0.427 -0.876 0.309 0.094
H 1.851 0.421 2.515 0.381 0.265 -1.215 0.126
H 2.135 -2.026 2.073 0.072 0.727 -1.608 0.132
H 2.907 -3.765 0.233 0.098 2.380 0.001 0.136
H 4.129 -2.976 -1.571 0.804 -1.515 -1.098 0.070
H 4.999 -0.571 -1.916 -0.720 -0.431 -0.405 0.109
H 3.768 1.006 -0.682 0.280 3.598 -0.034 0.071
H 0.327 3.504 -0.946 1.130 -0.684 0.036 0.068
```
Positions in Å, forces in eV/Å.

As for the LUMO energy: 0.55 eV. For the total energy, the calculation gives -919.9227 Eh. As for the structure (SMILES): CC(C)C[C@H](N)C(=O)N[C@@H](Cc1ccccc1)C(=O)O.

***

Record 2
ORCA calculation (ωB97M-V with the def2-TZVPD basis set) on a molecular structure, C19H20ClIN2Ti at a distorted geometry.

Geometry as XYZ:
```
44
Properties=species:S:1:pos:R:3:forces:R:3:lowdin_charge:R:1
C 3.230 -3.644 0.620 0.117 -0.284 0.307 -0.260
C 2.224 -4.303 -0.314 0.341 -0.434 0.378 -0.172
H 4.035 -3.163 0.062 -0.079 0.138 0.046 0.060
H 3.698 -4.408 1.245 0.024 -0.114 -0.063 0.064
H 2.792 -2.917 1.309 0.185 -0.597 -0.459 -0.137
H 1.782 -3.655 -1.063 -0.035 0.331 -0.084 0.041
H 2.742 -5.104 -0.836 -0.119 -0.090 -0.288 0.060
H 1.425 -4.775 0.255 -0.178 0.025 0.023 0.062
C 1.736 2.442 -0.083 0.443 0.384 -0.423 -0.215
C 2.016 3.727 -0.487 0.331 -0.198 0.654 -0.062
C 1.344 4.256 -1.591 -0.755 -0.312 -0.842 -0.057
C 0.404 3.475 -2.249 0.569 0.703 0.045 -0.012
H 2.150 2.008 0.824 0.058 0.226 -0.474 -0.035
H 2.760 4.306 0.064 -0.388 -0.125 -0.128 0.112
H 1.542 5.252 -1.953 0.004 0.170 0.124 0.104
H -0.206 3.847 -3.072 0.456 0.151 0.294 0.104
N 0.955 1.617 -0.823 -0.175 0.364 -0.318 -0.075
C 0.256 2.143 -1.880 -0.232 -0.452 -0.087 -0.227
C -0.647 1.241 -2.549 0.163 0.603 0.162 -0.227
N -0.633 -0.048 -2.085 -0.029 -0.390 -0.242 -0.082
C -1.558 -0.924 -2.572 -0.441 0.888 -0.784 -0.124
C -2.466 0.765 -4.046 0.743 1.247 0.167 -0.071
C -2.479 -0.535 -3.536 0.234 -1.363 0.764 -0.076
H -1.532 -1.921 -2.135 -0.121 0.137 -0.235 0.111
H -3.223 -1.250 -3.881 0.207 0.093 0.074 0.103
C -1.539 1.668 -3.544 -0.433 -0.557 -0.272 -0.006
H -1.504 2.706 -3.879 -0.165 -0.491 0.003 0.105
H -3.164 1.094 -4.803 -0.071 -0.146 0.007 0.104
Ti 0.453 -0.289 -0.336 0.343 -0.192 0.244 0.627
I 2.346 -0.538 1.456 0.450 0.069 0.434 0.538
Cl 0.301 2.135 2.750 -0.392 0.107 0.025 0.696
C -0.639 0.720 3.131 -0.365 -0.370 0.138 -0.633
C -0.761 0.383 4.470 -0.214 -0.419 0.193 -0.111
C -1.420 -0.805 4.823 0.192 0.512 0.081 -0.092
C -1.997 -1.589 3.830 -0.446 -0.525 0.254 -0.098
C -1.976 -1.188 2.504 0.508 0.364 0.205 -0.057
C -1.258 -0.040 2.121 -0.335 0.060 0.189 -0.352
C -1.205 0.311 0.699 -0.259 0.200 0.084 -0.253
H -0.359 1.057 5.232 -0.027 -0.363 -0.279 0.105
H -1.502 -1.075 5.878 0.046 0.008 -0.389 0.102
H -2.513 -2.524 4.097 0.232 0.530 -0.075 0.107
H -2.503 -1.750 1.732 0.174 0.048 0.223 0.112
H -1.067 1.377 0.494 -0.391 -0.038 0.141 0.052
H -2.041 -0.089 0.120 -0.170 0.101 0.184 0.064
```
Positions in Å, forces in eV/Å.

As for the LUMO energy (spin up / spin down): 0.01 / -0.57 eV. For the total energy, the calculation gives -2452.8797 Eh. Its spin multiplicity is 3.

***

Record 3
ORCA calculation (ωB97M-V with the def2-TZVPD basis set) on a single C2H10N4 molecule at a distorted geometry.

Geometry as XYZ:
```
16
Properties=species:S:1:pos:R:3:forces:R:3:lowdin_charge:R:1
C 0.575 -1.573 -0.424 -2.897 -0.908 -1.254 -0.058
N -0.940 -1.064 -0.909 3.296 -0.638 0.106 -0.077
C -1.588 -0.147 -0.014 0.792 0.879 1.103 -0.289
N -0.646 0.698 0.778 -1.195 -0.307 0.048 -0.087
N 0.368 1.231 -0.033 -0.379 1.585 -0.475 -0.246
N 1.511 1.646 0.668 1.054 0.439 -0.165 -0.013
H 1.502 -0.998 -0.446 -0.754 0.921 0.174 0.050
H 0.728 -2.354 -1.167 0.005 -0.241 0.165 0.051
H 0.421 -2.066 0.536 0.083 0.144 -0.052 0.057
H -0.781 -0.602 -1.799 -0.016 -0.173 0.003 0.064
H -2.189 -0.694 0.722 0.165 0.146 -0.038 0.107
H -2.260 0.533 -0.556 0.170 -0.267 -0.096 0.110
H -0.204 0.093 1.471 0.132 -0.341 -0.236 0.081
H 0.437 1.100 -1.042 0.206 -0.750 1.115 0.118
H 1.410 1.551 1.680 -0.390 -0.373 -0.470 0.068
H 1.656 2.647 0.535 -0.271 -0.116 0.071 0.065
```
Positions in Å, forces in eV/Å.

As for the LUMO energy: 1.13 eV. For the total energy, the calculation gives -301.0720 Eh. As for the structure (SMILES): CNCNNN.

***

Record 4
ORCA calculation (ωB97M-V with the def2-TZVPD basis set) on a molecular structure, C17H41CaFN6O5 at a distorted geometry.

Geometry as XYZ:
```
71
Properties=species:S:1:pos:R:3:forces:R:3:lowdin_charge:R:1
Ca 0.286 -1.034 -0.745 2.018 1.466 1.114 1.388
F 2.215 -1.045 -1.890 -1.005 -0.080 0.079 -0.694
C 2.964 0.757 1.739 0.024 -0.739 0.569 -0.051
C 1.734 1.607 2.155 -0.437 0.397 -0.066 -0.406
C 2.193 2.914 2.902 -0.282 0.571 -0.960 -0.141
C 2.849 3.928 1.937 1.133 -0.682 -0.252 -0.203
C 2.010 4.355 0.742 0.067 -0.289 2.060 -0.164
C 1.403 3.140 0.050 -1.833 -0.053 0.027 -0.519
N 0.870 2.113 0.978 -1.146 -1.345 2.108 -0.130
O -0.010 1.045 0.371 2.180 1.114 0.213 -0.420
C 2.401 2.563 -0.908 0.513 -0.804 -1.607 -0.055
C 0.150 3.715 -0.734 0.504 -1.078 -0.423 -0.038
C 0.938 0.687 3.239 1.051 1.817 -0.977 -0.034
H 3.947 1.229 1.729 -0.220 0.594 -0.644 0.073
H 2.788 0.137 0.860 0.028 0.390 -0.311 0.071
H 3.153 0.022 2.521 -0.137 -0.254 0.380 0.039
H 2.857 2.762 3.754 0.287 -0.567 -0.122 0.107
H 1.342 3.429 3.347 -0.484 -0.241 -0.102 0.105
H 3.742 3.478 1.504 0.300 -0.343 0.138 0.091
H 3.248 4.804 2.450 -0.243 0.104 0.318 0.102
H 2.640 4.943 0.075 -0.131 -0.133 -0.277 0.117
H 1.290 5.039 1.192 -0.685 -0.058 -0.496 0.113
H 2.045 1.683 -1.442 -0.729 -0.007 -0.051 0.060
H 3.322 2.116 -0.535 0.160 0.701 0.693 0.076
H 2.643 3.285 -1.688 0.240 0.168 -0.052 0.083
H 0.304 4.726 -1.109 0.384 -0.035 -0.159 0.069
H -0.800 3.732 -0.201 0.366 -0.206 0.593 0.075
H 0.002 3.016 -1.557 -0.204 0.243 -0.315 0.044
H 1.604 0.491 4.080 0.692 -0.154 -0.194 0.059
H 0.653 -0.273 2.808 -0.611 0.381 0.001 0.040
H 0.216 1.316 3.761 -0.918 -0.393 -0.668 0.068
C -5.644 1.177 -1.746 0.234 0.094 -0.571 -0.102
O -4.503 0.703 -2.455 -0.216 -0.522 0.709 -0.219
C -3.329 1.416 -2.059 0.530 -0.447 -0.262 -0.193
C -2.073 0.763 -2.705 0.305 0.465 0.154 -0.126
N -1.459 -0.542 -2.266 -2.215 1.177 -0.504 -0.158
C -2.505 -1.523 -2.012 1.380 -1.748 0.287 -0.195
C -2.878 -1.575 -0.517 -1.301 1.230 -1.652 -0.203
O -1.762 -1.734 0.330 -2.152 -0.648 -0.325 -0.276
C -2.244 -2.107 1.621 2.435 -0.082 0.742 -0.070
H -5.656 2.267 -1.758 0.029 0.232 0.158 0.083
H -5.662 0.827 -0.714 0.050 -0.047 0.114 0.085
H -6.548 0.861 -2.267 0.151 -0.270 0.011 0.087
H -3.231 1.549 -0.981 -0.063 -0.311 0.227 0.122
H -3.525 2.403 -2.478 0.890 0.394 -0.068 0.122
H -1.156 1.347 -2.629 -0.676 1.122 -0.246 0.107
H -2.380 0.627 -3.742 0.131 0.158 -0.276 0.118
H -1.023 -0.762 -3.150 0.406 -0.637 -0.010 0.110
H -2.011 -2.472 -2.224 -0.046 -0.416 0.196 0.101
H -3.289 -1.495 -2.768 -0.640 0.405 0.647 0.125
H -3.664 -2.324 -0.414 0.309 -0.641 0.293 0.128
H -3.396 -0.657 -0.240 0.054 0.374 0.064 0.115
H -1.263 -2.153 2.092 -0.324 -0.250 0.902 0.076
H -2.710 -3.090 1.685 -0.130 -0.087 -0.558 0.093
H -2.845 -1.396 2.189 -0.145 0.470 -0.647 0.102
C 1.419 -3.043 1.926 -1.190 -0.097 -2.492 -0.720
O 1.050 -2.164 1.168 -0.510 0.600 -0.347 -0.066
N 1.152 -4.340 1.773 -0.602 -2.508 0.134 0.183
N 2.213 -2.829 2.919 2.215 1.358 2.872 0.202
H 0.410 -4.741 1.217 0.193 0.612 0.062 0.110
H 1.552 -4.908 2.506 -0.412 -0.420 -0.495 0.102
H 2.554 -1.879 2.972 0.157 -0.156 0.510 0.103
H 2.391 -3.536 3.618 0.224 0.620 -0.088 0.123
C 0.659 -4.079 -2.182 1.069 1.233 -0.275 -0.722
O 0.181 -3.216 -1.466 -1.156 -0.307 0.855 -0.088
N 0.536 -5.368 -2.076 -1.107 -4.329 0.827 0.180
N 1.484 -3.759 -3.163 0.489 1.972 -1.844 0.184
H 0.798 -5.932 -2.873 0.007 0.009 0.453 0.115
H 0.129 -5.864 -1.297 -0.100 0.491 -0.229 0.117
H 1.396 -2.767 -3.328 1.022 0.285 -0.314 0.097
H 1.838 -4.365 -3.889 -0.174 0.137 0.371 0.118
```
Positions in Å, forces in eV/Å.

As for the LUMO energy: -0.02 eV. For the total energy, the calculation gives -2154.5729 Eh.

***

Record 5
ORCA calculation (ωB97M-V with the def2-TZVPD basis set) on 2 unconnected molecules or ions with the total composition C2H11N2O at a distorted geometry.

Geometry as XYZ:
```
16
Properties=species:S:1:pos:R:3:forces:R:3:lowdin_charge:R:1
C 1.132 0.870 1.991 -0.487 -0.641 0.002 0.002
N 0.458 -0.275 1.273 2.003 -0.104 -0.955 0.118
H 1.839 1.341 1.316 -0.250 0.218 -0.059 0.103
H 0.301 1.495 2.302 0.389 0.430 0.107 0.100
H 1.673 0.488 2.850 -0.064 -0.023 0.052 0.099
H 1.127 -0.787 0.681 0.237 0.184 0.213 0.145
H -0.163 0.061 0.501 -0.882 -0.586 0.865 0.098
H 0.125 -0.996 1.908 -0.898 0.341 -0.058 0.167
N 0.105 -0.837 -1.706 1.303 -0.895 0.578 -0.002
C -1.106 -0.048 -1.762 1.048 0.063 -1.025 -0.314
O -1.700 -0.045 -0.478 0.223 0.185 0.117 -0.062
H 0.092 -1.815 -1.427 -1.039 0.105 -0.045 0.088
H 0.642 -0.871 -2.567 -0.271 0.604 0.002 0.094
H -0.688 0.929 -2.004 -0.574 0.347 -0.091 0.125
H -1.782 -0.346 -2.568 -0.387 -0.145 0.428 0.128
H -2.055 0.835 -0.308 -0.350 -0.082 -0.130 0.111
```
Positions in Å, forces in eV/Å.

As for the LUMO energy: -3.28 eV. For the total energy, the calculation gives -267.2865 Eh. As for the charge: +1.